Entry 1:
C24H32N2O6 | wB97M-V/def2-TZVPD

Each line ends with the Mulliken charge.
Cartesian coordinates (Å):
1 C -7.008 -2.145 0.295  -0.89
2 H -7.008 -2.025 1.384  0.34
3 O -5.725 -1.958 -0.248  -0.43
4 C -5.136 -0.731 -0.108  0.71
5 C -3.886 -0.583 -0.705  -0.71
6 C -3.187 0.605 -0.624  0.82
7 C -3.738 1.682 0.064  -0.64
8 C -4.989 1.539 0.657  -0.86
9 C -5.686 0.348 0.574  -0.41
10 H -6.654 0.279 1.044  0.39
11 H -5.410 2.382 1.182  0.43
12 O -3.141 2.909 0.233  -0.49
13 C -1.842 3.127 -0.266  -0.56
14 H -1.721 2.773 -1.297  0.33
15 C -0.716 2.510 0.562  0.58
16 O 0.450 2.691 0.264  -0.67
17 N -1.115 1.794 1.624  -0.04
18 H -2.105 1.679 1.780  0.29
19 C -0.232 0.996 2.442  -0.96
20 H -0.464 1.182 3.495  0.39
21 C -0.380 -0.494 2.121  -0.87
22 C 0.205 -0.829 0.750  1.58
23 C -0.199 -2.221 0.276  -0.84
24 C 0.495 -2.637 -1.021  -0.89
25 H 1.577 -2.666 -0.863  0.41
26 H 0.172 -3.649 -1.275  0.40
27 C 0.195 -1.723 -2.214  -0.68
28 N 1.087 -0.589 -2.284  -0.02
29 C 0.686 0.688 -2.341  0.73
30 O -0.482 1.035 -2.306  -0.69
31 C 1.808 1.716 -2.470  -0.66
32 O 3.104 1.165 -2.501  -0.51
33 C 3.715 0.795 -1.326  -0.31
34 C 4.945 0.161 -1.468  -0.84
35 C 5.660 -0.264 -0.364  -0.31
36 C 5.148 -0.063 0.913  0.64
37 C 3.917 0.575 1.051  -0.60
38 C 3.201 1.002 -0.050  0.40
39 H 2.260 1.504 0.098  0.39
40 H 3.533 0.733 2.046  0.43
41 O 5.759 -0.445 2.075  -0.43
42 C 7.025 -1.051 1.994  -0.88
43 H 7.758 -0.390 1.520  0.35
44 H 6.985 -2.000 1.448  0.34
45 H 7.327 -1.242 3.023  0.24
46 H 6.612 -0.748 -0.516  0.40
47 H 5.339 0.012 -2.461  0.44
48 H 1.678 2.460 -1.677  0.33
49 H 1.681 2.222 -3.433  0.38
50 H 2.075 -0.782 -2.358  0.23
51 H -0.821 -1.328 -2.155  0.21
52 H 0.290 -2.296 -3.145  0.41
53 H 0.052 -2.950 1.050  0.40
54 H -1.281 -2.251 0.131  0.15
55 H -0.147 -0.090 0.032  -0.92
56 H 1.294 -0.760 0.797  0.09
57 H 0.124 -1.078 2.893  0.44
58 H -1.442 -0.755 2.140  0.34
59 H 0.788 1.329 2.237  0.30
60 H -1.706 4.212 -0.262  0.39
61 H -2.231 0.687 -1.114  0.32
62 H -3.475 -1.423 -1.243  0.46
63 H -7.286 -3.169 0.048  0.25
64 H -7.737 -1.457 -0.145  0.35

relative energy (zero: lowest compared OMol25 entry of this formula, charge and spin) = 46.4 kcal/mol
SMILES = COc1ccc(OCC(=O)NCCCCCCNC(=O)COc2ccc(OC)cc2)cc1
lowest unoccupied orbital energy = 0.782 eV
Kohn-Sham gap = 0.32102 Eh
E_HOMO = -7.95 eV

---

Entry 2:
C24H32N4O2 | wB97M-V/def2-TZVPD

Each line ends with the Mulliken charge.
Cartesian coordinates (Å):
1 C -5.848 -2.997 1.581  -1.03
2 H -6.417 -2.570 2.415  0.39
3 H -6.537 -3.483 0.883  0.38
4 O -5.055 -2.031 0.941  -0.34
5 C -5.679 -1.006 0.266  0.60
6 C -7.049 -0.818 0.283  -0.45
7 C -7.642 0.195 -0.457  -0.74
8 C -6.852 1.026 -1.221  -1.06
9 C -5.478 0.863 -1.226  -0.40
10 C -4.848 -0.137 -0.485  0.96
11 N -3.479 -0.359 -0.542  0.08
12 C -2.675 0.259 -1.574  -1.20
13 C -2.115 1.621 -1.127  -0.65
14 N -1.381 1.557 0.120  0.19
15 C -2.147 0.859 1.132  -1.12
16 C -2.705 -0.503 0.674  -0.46
17 H -3.328 -0.919 1.462  0.42
18 H -1.889 -1.203 0.469  0.23
19 H -1.537 0.727 2.025  0.44
20 H -2.998 1.502 1.392  0.43
21 C 0.048 1.357 0.056  0.05
22 C 0.560 -0.100 0.046  -1.38
23 N 1.998 -0.103 -0.132  0.38
24 C 2.499 -0.432 -1.345  0.99
25 O 1.784 -0.829 -2.249  -0.70
26 C 4.005 -0.333 -1.515  -1.14
27 H 4.357 0.642 -1.178  0.42
28 C 4.734 -1.448 -0.741  -0.69
29 C 6.084 -0.978 -0.284  0.69
30 N 6.081 0.053 0.556  -0.26
31 C 7.234 0.526 0.992  -0.24
32 C 8.462 0.004 0.619  -0.64
33 C 8.472 -1.069 -0.259  -0.30
34 C 7.265 -1.569 -0.718  -0.78
35 H 7.236 -2.403 -1.403  0.36
36 H 9.405 -1.508 -0.581  0.41
37 H 9.380 0.424 1.000  0.38
38 H 7.164 1.364 1.674  0.40
39 H 4.149 -1.720 0.141  0.29
40 H 4.830 -2.335 -1.366  0.43
41 H 4.217 -0.425 -2.581  0.39
42 C 2.700 0.549 0.953  -0.33
43 H 3.780 0.482 0.830  0.26
44 C 2.260 2.013 1.045  -0.63
45 C 0.744 2.099 1.207  -0.92
46 H 0.417 3.140 1.211  0.33
47 H 0.458 1.655 2.162  0.26
48 H 2.760 2.489 1.890  0.43
49 H 2.561 2.534 0.134  0.29
50 H 2.430 0.033 1.883  0.17
51 H 0.130 -0.660 -0.785  0.59
52 H 0.323 -0.597 0.992  0.07
53 H 0.382 1.816 -0.882  0.17
54 H -1.472 2.032 -1.907  0.39
55 H -2.950 2.315 -0.967  0.51
56 H -3.259 0.362 -2.489  0.60
57 H -1.841 -0.421 -1.786  0.42
58 H -4.887 1.540 -1.822  0.28
59 H -7.297 1.815 -1.810  0.37
60 H -8.715 0.316 -0.433  0.38
61 H -7.680 -1.475 0.860  0.39
62 H -5.149 -3.737 1.969  0.25

relative energy (zero: lowest compared OMol25 entry of this formula, charge and spin) = 50.5 kcal/mol
SMILES = COc1ccccc1N1CCN([C@H]2CCCN(C(=O)CCc3ccccn3)C2)CC1
lowest unoccupied orbital energy = 0.818 eV
Kohn-Sham gap = 0.28857 Eh
E_HOMO = -7.03 eV

---

Number 1: DFT total energy -1494.7008 a.u.. Number 2: DFT total energy -1303.2304 a.u..